No. 1
64
Properties=species:S:1:pos:R:3:lowdin_charge:R:1 method="wB97M-V/def2-TZVPD" total_charge=+1 e_lumo_ev=-3.6 e_above_lowest_ev=0.424 total_energy_ha=-3184.65248 gap_ev=7.0
Bi 0.18831 -0.03269 -0.50623 1.8781
Cl 6.38880 -4.08533 0.63135 0.6916
Cl 4.78679 1.05085 0.74867 0.7215
S -3.36394 -0.31633 -1.24609 0.8300
O 2.36314 0.04859 -0.41988 -0.3006
O 0.77660 -2.19660 -1.49314 -0.1509
O -2.26323 0.67800 -0.93304 -0.6919
N 0.35335 2.37378 -0.52003 -0.0665
N 0.46447 2.91152 -1.62717 0.1232
N -0.73604 -1.43544 4.22831 0.1304
N -3.40064 -3.82399 1.97811 0.0980
N -1.21078 -2.56005 0.82648 0.0863
N 0.58875 -1.06437 2.44354 0.0837
N 0.34281 -0.71261 4.57039 0.0354
C 3.20302 -0.92240 -0.20960 -0.3729
C 2.98352 -2.28914 -0.51609 -0.1227
C -4.49974 -0.23508 0.12687 -0.2355
C 0.64096 0.49453 -5.00746 -0.0583
C 5.42223 -1.55387 0.60200 -0.0995
C -2.58923 -3.05626 2.69419 -0.0672
C -4.37712 0.48722 -2.47329 -0.2380
C 3.97992 -3.25326 -0.25428 -0.0595
C 0.40014 0.65356 -2.61470 -0.2651
C 0.53442 2.04327 -2.73608 -0.2918
C -2.01064 -3.35014 0.11643 -0.1303
C -1.48425 -2.42882 2.12311 -0.2111
C -0.15178 3.39770 2.98000 -0.0702
C 1.80366 -2.79987 -1.16670 -0.1626
C 0.12974 5.38470 1.65418 -0.0581
C -3.09971 -3.98615 0.69233 -0.1109
C 5.17296 -2.89718 0.30031 -0.6643
C 1.12487 -0.49857 3.50349 -0.1526
C 0.72364 2.65346 -3.96926 -0.0069
C 0.77902 1.87027 -5.11096 -0.0612
C 0.28018 4.61857 0.51398 -0.0094
C -0.08879 4.77869 2.88847 -0.0645
C 0.00482 2.62240 1.84190 -0.0394
C 0.21591 3.23222 0.61342 -0.2354
C 4.46743 -0.60249 0.35196 -0.5754
C 0.45514 -0.11254 -3.76492 -0.1031
C -0.55224 -1.62679 2.93962 -0.3257
H -3.74465 -4.63655 0.11367 0.1122
H -0.21020 5.38569 3.77614 0.1113
H -2.81727 -2.92920 3.74533 0.1179
H 3.78855 -4.29058 -0.50199 0.1184
H -0.32635 2.92358 3.93733 0.1054
H 2.05051 0.05625 3.53307 0.1371
H -3.95535 -0.57372 1.00742 0.0473
H -0.04186 1.54055 1.90761 0.0564
H 0.82636 3.73041 -4.01246 0.1190
H -4.67816 1.46499 -2.09932 0.0686
H 0.93003 2.33047 -6.07803 0.1115
H -4.83286 0.79386 0.25463 0.0686
H -3.76659 0.59182 -3.36870 0.0609
H -1.77315 -3.46019 -0.93588 0.1074
H -5.24124 -0.14432 -2.68199 0.0675
H 6.36934 -1.26069 1.03466 0.1150
H 0.18299 6.46278 1.58388 0.1127
H 0.48044 -0.43838 5.52960 0.1624
H -5.33641 -0.90545 -0.07150 0.0695
H 0.36332 -1.18995 -3.70514 0.0920
H 1.85525 -3.86940 -1.41579 0.1394
H 0.68139 -0.11566 -5.90129 0.1113
H 0.44945 5.07437 -0.45144 0.1115

No. 2
104
Properties=species:S:1:pos:R:3:lowdin_charge:R:1 method="wB97M-V/def2-TZVPD" total_charge=+2 e_lumo_ev=-6.5 total_energy_ha=-6907.52670 gap_ev=7.2
As -1.79734 3.41741 -0.63877 1.2149
Zn -0.90749 1.36245 0.43951 0.2492
S -1.95517 -0.84217 0.22617 0.7612
S -0.32004 0.66615 2.68693 0.7821
P 1.79882 0.73409 -1.46912 0.5651
O 0.82377 1.23091 -0.42310 -0.4027
N -1.47559 -3.00404 1.60628 -0.0756
N 3.19491 1.57782 -1.55900 -0.1796
N 1.11088 0.90903 -2.95098 -0.1719
N 2.14300 -0.84244 -1.15256 -0.1749
N -0.49659 -1.66114 3.83743 -0.0753
C 3.80093 -2.53836 -1.25782 -0.1525
C -3.15559 -0.01589 7.76193 -0.0616
C 2.32744 -1.34807 0.21653 -0.1819
C -2.63769 -1.30265 7.76983 -0.0599
C 0.03595 -1.07081 5.07959 -0.1085
C -0.59357 -4.61245 -2.69204 -0.0700
C 1.82520 0.94248 -4.24637 -0.1800
C -2.61836 0.93769 6.91022 -0.0610
C -0.48808 0.56915 -4.64017 -0.1560
C 0.88891 0.21047 -5.20396 -0.1512
C 5.44390 2.15295 -1.47050 -0.1530
C 4.65798 3.45944 -1.61513 -0.1462
C -0.26039 0.40170 -3.14357 -0.1996
C -0.78658 -3.75123 2.65518 -0.0926
C 0.00167 -6.32568 -1.12070 -0.0623
C -2.23784 -3.80262 0.63220 -0.1074
C 2.89585 -1.66520 -2.12186 -0.1772
C -0.69217 5.48129 -2.40964 -0.1378
C -1.31462 -3.95579 -1.70539 -0.0467
C -0.70373 -0.97276 2.72545 -0.6109
C 3.22296 3.00798 -1.93271 -0.1640
C -0.73648 -5.68107 -0.13965 -0.0423
C -4.01868 1.98561 -1.89075 -0.1577
C -4.07258 4.51180 0.83013 -0.1526
C -1.58170 0.60288 6.05236 -0.0452
C -0.28977 4.32092 -1.50144 -0.4146
C 4.42121 1.22547 -0.82926 -0.1770
C -1.34784 -1.68472 1.54757 -0.6178
C -1.39007 -4.48403 -0.42080 -0.2089
C -2.63039 4.82628 0.44114 -0.3942
C 0.07876 -5.79010 -2.39817 -0.0667
C 2.97231 -2.71915 0.01676 -0.1517
C -3.06200 3.15362 -2.11961 -0.3983
C -1.60136 -1.63996 6.91261 -0.0475
C -0.97216 -3.03556 3.96254 -0.0922
C -1.07532 -0.69383 6.03804 -0.2125
H -4.70806 1.89748 -2.72989 0.0848
H -3.60844 4.08996 -2.23685 0.0815
H 3.45897 -1.04759 -2.82406 0.1052
H -2.58399 5.73915 -0.15301 0.0702
H 4.33077 1.44043 0.24195 0.1261
H 0.24447 3.55146 -2.06357 0.0384
H -0.40596 -3.53474 4.74464 0.1388
H -2.47344 2.99423 -3.02425 0.0628
H 1.36268 -1.41373 0.71926 0.0832
H -0.96902 0.96392 -2.52888 0.0709
H 1.02304 0.53527 -6.23342 0.1212
H 6.34206 2.26532 -0.86693 0.1196
H 0.17924 5.83013 -2.96295 0.0815
H 2.97007 -0.68981 0.81032 0.1162
H 4.65572 0.16997 -0.95986 0.0982
H -1.15002 1.35702 5.40805 0.0857
H -3.47329 1.04274 -1.80471 0.0372
H -4.61011 2.11902 -0.98487 0.0659
H 3.57834 -3.01143 0.87331 0.1181
H -3.03437 -2.04433 8.45018 0.1137
H 2.20354 -3.47462 -0.15786 0.1079
H 2.99539 3.11078 -2.99466 0.1029
H -2.02622 -3.02726 4.25446 0.1541
H -1.21054 -4.74910 2.71813 0.1335
H -1.84944 -3.04430 -1.94192 0.0932
H -3.96662 0.24554 8.42799 0.1140
H -3.00259 1.94916 6.91747 0.1117
H -1.07483 6.32436 -1.83591 0.0706
H -0.71256 1.61371 -4.86940 0.1158
H -0.81876 -6.13814 0.84009 0.1106
H -4.69491 4.35342 -0.05074 0.0619
H 2.19587 -2.28474 -2.68311 0.1143
H 4.73425 -2.02011 -1.03256 0.1074
H 2.48699 3.58158 -1.36457 0.0961
H -1.44909 5.18588 -3.13570 0.0644
H -2.76674 -4.56310 1.20771 0.1412
H 0.67844 -1.82524 5.53321 0.1368
H -0.57825 -4.22073 -3.70162 0.1088
H 0.64958 -6.29780 -3.16463 0.1131
H 1.04694 -0.86881 -5.15102 0.1152
H -2.01449 4.97053 1.32900 0.0735
H 1.94330 1.97977 -4.57090 0.1110
H -4.13040 3.62233 1.45950 0.0725
H 5.72536 1.76567 -2.45096 0.1200
H 0.48552 -7.26714 -0.89614 0.1141
H 2.81502 0.49394 -4.17963 0.1044
H 4.03438 -3.48378 -1.74372 0.1203
H 0.37664 4.66636 -0.70901 0.0736
H 0.63925 -0.20384 4.82985 0.0887
H -1.29045 -0.05955 -5.02088 0.1193
H -2.97278 -3.15910 0.15920 0.0907
H 5.05896 4.10191 -2.39551 0.1162
H 0.27455 -3.83897 2.40203 0.1481
H 4.67860 4.01113 -0.67526 0.1153
H -0.33396 -0.65636 -2.86077 0.1105
H -4.49628 5.34611 1.38688 0.0834
H -1.18756 -2.64186 6.95121 0.1126

No. 3
67
Properties=species:S:1:pos:R:3:lowdin_charge:R:1 method="wB97M-V/def2-TZVPD" total_charge=0 e_lumo_ev=0.6 e_above_lowest_ev=3.762 total_energy_ha=-1126.22303 smiles="CC[C@@H]1C[C@H](COC(C)=O)C(=O)O1.CCCCCC.CCCCCC" gap_ev=10.9
O 2.15361 2.16688 -3.46454 -0.0458
O 1.59541 4.51378 -3.21158 0.1069
O -1.03587 0.05646 -0.63752 0.0563
O 1.06875 0.85025 -1.00634 -0.0839
C 1.24793 2.18634 -0.47012 -0.1080
C 2.38337 2.99607 -1.26134 -0.1421
C 1.95795 3.41887 -2.76962 -0.3180
C 1.97527 -4.06088 0.31915 -0.2332
C 1.39883 -5.42177 2.44123 -0.2729
C -4.07495 3.82673 2.71892 -0.2746
C -0.83189 0.97258 -2.88962 0.0048
C 1.84508 -5.43758 0.97793 -0.2295
C 0.70829 -3.20400 0.33806 -0.2668
C -5.08479 3.11901 1.81332 -0.2304
C 3.37550 1.50064 -3.02737 -0.2779
C -0.45149 -3.82540 -0.42813 -0.1060
C -3.33179 1.74670 0.49567 -0.2734
C -0.26345 0.62143 -1.44613 -0.3947
C -4.64243 1.75105 1.28428 -0.2237
C 3.50697 -0.08616 -3.17397 -0.1606
C 3.73610 2.24039 -1.65906 -0.0841
C 3.51083 -0.91441 -1.80326 -0.1136
C -3.77640 3.06168 4.00121 -0.1160
C -3.39008 2.58636 -0.77309 -0.1006
C 2.38060 -4.71044 3.36251 -0.1159
H -0.33551 0.27403 -3.65131 0.0972
H 0.24591 2.75480 -0.43232 0.1489
H -0.76817 -4.77325 0.01606 0.0662
H 2.48114 -3.65268 3.10639 0.0654
H -0.17927 -4.00475 -1.47205 0.0756
H 2.29063 -4.20545 -0.72087 0.1064
H -4.68938 2.89302 4.57751 0.0745
H -5.44121 1.35382 0.64733 0.1097
H 0.40024 -2.99635 1.36734 0.1044
H 3.98869 -0.38751 -0.91813 0.0675
H 0.40790 -4.96677 2.53552 0.0991
H 4.15336 -1.85474 -1.99365 0.0825
H -5.31962 3.77666 0.96925 0.0998
H -3.31252 2.09373 3.79544 0.0661
H 2.74611 3.83190 -0.58013 0.1510
H 1.14172 -6.05029 0.40369 0.1007
H -1.31262 -3.15205 -0.41590 0.0672
H 1.60565 2.05082 0.61790 0.1480
H -6.02424 2.98920 2.36224 0.1081
H 3.36887 -5.17434 3.31392 0.0741
H -4.48181 4.80763 2.98700 0.1035
H -0.60709 2.03931 -3.22845 0.0904
H 2.81284 -5.94668 0.90713 0.1082
H 4.40066 3.11676 -2.00317 0.1299
H -3.10049 0.71518 0.21735 0.0880
H -2.50340 2.08723 1.12492 0.1000
H 4.41194 -0.35519 -3.82520 0.1143
H -3.56098 3.64367 -0.55134 0.0699
H -4.18627 2.23767 -1.43678 0.0815
H 2.57326 -0.43418 -3.75812 0.1210
H -3.08349 3.63169 4.62569 0.0684
H 4.12677 1.87118 -3.82374 0.1485
H 2.46618 -1.29435 -1.54623 0.0566
H 4.37096 1.73425 -0.86685 0.1216
H -1.96218 0.76890 -2.92761 0.1001
H 0.94107 -2.23387 -0.11389 0.0780
H 2.78383 -3.50060 0.80113 0.1000
H -4.55003 1.04914 2.11981 0.1021
H -2.44388 2.51287 -1.31550 0.0392
H -3.14295 4.01900 2.17806 0.0971
H 2.03214 -4.76600 4.39709 0.0690
H 1.29386 -6.45799 2.77992 0.1038

No. 4
74
Properties=species:S:1:pos:R:3:lowdin_charge:R:1 method="wB97M-V/def2-TZVPD" total_charge=+2 e_lumo_ev=-7.0 e_above_lowest_ev=0.892 total_energy_ha=-2397.95587 gap_ev=7.4
Ta 0.77092 0.30767 0.30122 1.8153
P -1.44261 -0.23467 -1.13834 1.0619
O 6.15849 -2.64227 1.47183 0.1646
O 6.92398 -1.45720 3.18359 0.1580
O 2.06305 -1.01842 -0.02364 -0.2427
O 3.75010 -2.48695 -0.05411 0.1835
O -1.55514 0.87866 3.69653 0.1366
N 1.00290 2.58551 0.18918 -0.0258
N 2.87085 0.23900 1.98342 0.0387
N -0.08459 -1.43613 1.49410 -0.0260
N 3.50967 0.81324 3.00693 0.0488
N -0.49630 1.13532 1.66676 -0.1630
C 4.85477 -0.79045 2.35284 -0.0179
C 0.15330 -2.74060 1.29617 -0.0945
C 0.87581 0.53864 -1.90477 -0.2983
C -5.06886 2.42925 -1.91706 -0.0421
C -1.57247 -4.22986 -1.89380 -0.0483
C -5.24801 1.05621 -1.85744 -0.0432
C -0.33671 0.15566 -2.47641 -0.4185
C -4.17492 0.22057 -1.57457 -0.0632
C 4.68945 0.23235 3.26711 0.0485
C 1.75055 0.78426 -4.13286 -0.0368
C 2.01778 4.59742 -0.58895 -0.0089
C -0.75879 -3.27477 3.44153 0.0146
C -1.00642 -1.92423 3.64629 0.0480
C -0.67022 -1.04831 2.63801 -0.1847
C 0.50670 0.44838 -4.68093 -0.0350
C -1.27028 -2.87744 -1.98808 -0.0697
C -2.47932 -4.67751 -0.94391 -0.0474
C 1.94200 0.83545 -2.76384 -0.1060
C -2.73704 2.15989 -1.41850 -0.1059
C 6.07706 -1.66352 2.36591 -0.4759
C 3.69007 -0.73608 1.57753 -0.1448
C -2.91766 0.77549 -1.35906 -0.3364
C 1.04806 5.34493 0.07346 0.0034
C -3.81188 2.98350 -1.69913 -0.0537
C -2.78368 -2.42968 -0.15405 -0.1197
C -0.90752 2.53075 1.65342 -0.1371
C 0.07204 4.69129 0.79950 0.0199
C 0.08329 3.30644 0.85515 -0.2488
C -0.96008 0.41606 2.75730 -0.4543
C 1.95746 3.22867 -0.51656 -0.0919
C 3.22181 -1.53216 0.43043 -0.4498
C -0.18517 -3.68518 2.24583 0.0016
C -3.08612 -3.77858 -0.07301 -0.0573
C -1.88089 -1.97590 -1.12040 -0.3777
C -0.54995 0.12234 -3.85579 -0.0480
H -1.01097 -4.00018 4.20346 0.1321
H -1.51354 -0.15554 -4.26558 0.1265
H 1.06481 6.42580 0.03122 0.1322
H -1.90644 2.63318 1.21420 0.1363
H -1.74918 2.58839 -1.27887 0.0960
H -3.79771 -4.12947 0.66247 0.1188
H -5.90935 3.07250 -2.13947 0.1203
H 2.67861 2.61356 -1.03162 0.0987
H 0.01210 -4.72877 2.04672 0.1303
H 0.38287 0.43179 -5.75531 0.1216
H 2.58034 1.00040 -4.79332 0.1210
H -6.22504 0.62802 -2.03475 0.1202
H 3.07801 1.56983 3.51493 0.1778
H 5.34588 0.55118 4.06046 0.1602
H -1.45533 -1.53577 4.54952 0.1391
H -0.56473 -2.52988 -2.73262 0.1104
H -3.25320 -1.72898 0.52897 0.1167
H -3.67368 4.05464 -1.75929 0.1157
H 5.37731 -2.70130 0.89351 0.0821
H 2.80303 5.07100 -1.15985 0.1281
H -4.32263 -0.85004 -1.53846 0.1031
H -0.97717 2.91334 2.67367 0.1425
H -1.10562 -4.93247 -2.57080 0.1193
H 2.93168 1.06995 -2.38814 0.0977
H -2.72303 -5.72999 -0.88707 0.1191
H -0.68863 5.23960 1.33855 0.1381
H 0.61615 -3.01781 0.35865 0.1257